Below is an isolated molecule of Cl3HO3Si at a distorted geometry, with properties calculated with the ωB97M-V functional and the def2-TZVPD basis.

Highest occupied orbital energy, eV: -10.83
Energy relative to the best compared isomer or geometry (same formula, charge and spin), kcal/mol: 23.7
HOMO-LUMO gap, eV: 9.95
Energy, eV: -51601.1818
Molar mass, g/mol: 183.45
SMILES: ClO[SiH](OCl)OCl

```
! wB97M-V def2-TZVPD RIJCOSX def2/J DEFGRID3
* xyz 0 1
Cl 2.528 0.846 1.179
O 0.823 1.036 0.846
Si -0.089 -0.081 0.068
O 0.850 -0.837 -1.157
Cl 0.364 -2.112 -1.997
O -1.281 0.876 -0.498
Cl -2.671 1.130 0.458
H -0.524 -0.857 1.102
*
```

Atom charges from the natural (NBO) analysis, given in e for atoms 1 to 5: 0.255, -0.888, 2.111, -0.892, 0.284

Below is C29H46BrIrNOP2 as an isolated structure at a distorted geometry, with properties calculated with the ωB97M-V functional and the def2-TZVPD basis.

Highest occupied orbital energy (spin up / spin down), eV: -16.80 / -18.57
Energy relative to the best compared isomer or geometry (same formula, charge and spin), kcal/mol: 49.1
HOMO-LUMO gap (spin up / spin down), eV: 4.03 / 3.78
Energy, eV: -125762.9601
Molar mass, g/mol: 758.76

```
! wB97M-V def2-TZVPD RIJCOSX def2/J DEFGRID3
* xyz 4 6
C -3.705 -6.821 -0.109
C -2.796 -6.179 -1.007
C -2.355 -6.890 -2.158
C -2.839 -8.196 -2.321
N -3.663 -8.788 -1.473
C -4.093 -8.126 -0.414
C -2.255 -4.868 -0.725
C -1.827 -3.804 -0.302
C -1.070 -2.807 0.349
C -1.636 -1.658 0.842
C -0.824 -0.611 1.312
C 0.608 -0.704 1.295
C 1.105 -2.024 0.988
C 0.309 -2.988 0.432
Ir 0.141 0.209 -0.532
P -0.551 2.380 -0.249
H -1.658 -6.508 -2.923
H -4.119 -6.371 0.821
H -2.557 -8.806 -3.169
H -4.780 -8.676 0.217
H 0.730 -3.915 0.036
H -2.705 -1.572 0.901
H 2.143 -2.273 1.279
H -1.305 0.072 2.001
C 0.011 4.170 -0.143
C -0.026 4.981 -1.438
H 1.036 4.129 0.248
H -0.560 4.713 0.625
H 0.478 5.951 -1.301
H 0.491 4.457 -2.248
H -1.045 5.213 -1.777
C -0.671 1.735 -2.009
C -2.010 1.194 -2.431
H -0.025 0.765 -2.081
H -0.201 2.427 -2.721
H -1.841 0.593 -3.330
H -2.339 0.505 -1.649
H -2.774 1.943 -2.619
C -2.353 2.689 0.222
C -3.064 3.892 -0.369
H -2.284 2.779 1.315
H -2.905 1.761 0.026
H -4.118 3.859 -0.089
H -2.677 4.839 0.011
H -3.029 3.928 -1.457
Br 1.732 0.553 2.135
P 3.557 0.378 -1.493
C 2.460 1.598 -2.181
C 3.064 2.431 -3.293
H 2.089 2.208 -1.346
H 1.689 0.989 -2.671
H 2.284 2.865 -3.920
H 3.699 3.226 -2.907
H 3.678 1.806 -3.945
C 4.174 0.931 0.093
C 5.627 0.556 0.331
H 3.539 0.442 0.865
H 4.038 2.017 0.179
H 6.000 1.023 1.239
H 5.750 -0.519 0.442
H 6.272 0.888 -0.481
C 2.855 -1.261 -1.501
C 3.293 -2.049 -2.752
H 1.740 -1.144 -1.458
H 3.211 -1.788 -0.602
H 3.081 -3.116 -2.620
H 2.755 -1.702 -3.642
H 4.371 -1.956 -2.950
C -0.998 1.286 5.557
C -0.867 2.803 5.316
C -0.955 2.978 3.783
O -0.778 1.704 3.158
C -0.693 0.682 4.175
H -0.295 0.896 6.308
H -2.032 0.999 5.816
H 0.129 3.137 5.622
H -1.633 3.386 5.833
H -1.959 3.371 3.506
H -0.207 3.684 3.389
H 0.322 0.258 4.170
H -1.384 -0.160 3.968
*
```

Atom charges from the Mulliken analysis, given in e for atoms 1 to 5: -0.156, 0.263, -0.236, -0.323, 0.023

Below is a 2-piece molecular cluster, C2H7NO2 overall at a distorted geometry, with properties calculated with the ωB97M-V functional and the def2-TZVPD basis.

Highest occupied orbital energy, eV: -10.19
Energy relative to the best compared isomer or geometry (same formula, charge and spin), kcal/mol: 33.2
HOMO-LUMO gap, eV: 10.86
Energy, eV: -7772.0868
Molar mass, g/mol: 77.08
SMILES: NC=O.CO

```
! wB97M-V def2-TZVPD RIJCOSX def2/J DEFGRID3
* xyz 0 1
N 0.450 -2.512 1.802
C 0.818 -1.597 0.867
O 1.727 -1.738 0.086
H 0.754 -3.447 1.582
H -0.413 -2.286 2.257
H 0.188 -0.693 0.840
C -1.443 2.823 -0.691
O -1.183 2.446 -2.013
H -1.941 2.053 -0.116
H -0.599 3.059 -0.043
H -2.074 3.706 -0.677
H -0.248 2.276 -2.144
*
```

Atom charges from the natural (NBO) analysis, given in e for atoms 1 to 5: -0.825, 0.524, -0.594, 0.406, 0.391

Below is a 2-piece molecular cluster, C4H9NO2 overall at a distorted geometry, with properties calculated with the ωB97M-V functional and the def2-TZVPD basis.

Highest occupied orbital energy (spin up / spin down), eV: -8.53 / -8.52
Energy relative to the best compared isomer or geometry (same formula, charge and spin), kcal/mol: 193.3
HOMO-LUMO gap (spin up / spin down), eV: 7.21 / 7.20
Energy, eV: -9871.6773
Molar mass, g/mol: 103.12

```
! wB97M-V def2-TZVPD RIJCOSX def2/J DEFGRID3
* xyz 0 1
C 1.936 1.191 -0.143
C 1.035 0.060 0.379
O 1.349 -1.139 -0.112
H 1.033 0.070 1.486
H 1.835 1.305 -1.224
H 1.676 2.134 0.348
H 2.980 0.945 0.061
N -1.551 -2.199 -0.792
C -0.485 0.521 -0.049
C -1.435 0.768 0.869
O -0.505 -1.425 -0.609
H -1.879 -2.692 0.031
H -1.827 -2.321 -1.761
H -0.548 0.980 -1.031
H -1.417 0.278 1.836
H -2.197 1.523 0.710
*
```

Atom charges from the natural (NBO) analysis, given in e for atoms 1 to 5: -0.618, 0.084, -0.444, 0.139, 0.207